(1)
C34H41AsHfN4O8P2 | ωB97M-V/def2-TZVPD

Geometry (Å):
1 C -2.86382 2.71957 0.51888
2 C -1.41024 -4.28535 0.24906
3 H 6.28487 1.73761 0.94962
4 H 0.88660 -1.22391 -6.03476
5 C -0.40441 -2.42823 -1.57021
6 As -2.46989 0.95957 -0.17482
7 H -1.12779 -3.83915 -3.01770
8 O 2.90659 -0.51403 -0.30856
9 H 3.98624 3.13590 -1.64424
10 H 0.54260 -1.75306 2.90448
11 C -3.61381 5.22709 1.32512
12 C 0.87607 -1.04116 -4.92910
13 O 3.41288 3.18535 1.73357
14 C -1.79753 1.22726 -4.29696
15 O 5.30541 -1.01897 0.09174
16 C 4.41886 1.59500 -0.25786
17 C -2.00517 3.41621 1.34071
18 H -0.51539 -3.00718 1.76274
19 C -3.56583 -0.38495 0.61745
20 C -3.04751 1.00923 -4.85615
21 C -5.06302 -2.22069 0.16584
22 C 1.70351 0.20638 -3.06165
23 H 2.99113 -3.14778 4.08062
24 C -4.82554 -1.30146 2.41392
25 H 1.58548 -1.75948 5.16207
26 C 1.42616 -0.13747 3.66083
27 C 5.78728 2.20546 0.02753
28 H 2.26678 1.00196 -2.64416
29 Hf 0.94488 -0.23746 0.05466
30 C 2.11443 -0.82971 4.79101
31 N -0.22929 -2.24002 -0.22337
32 N 0.95145 -0.51252 -2.17960
33 H 6.22369 -0.74870 -0.07954
34 C -4.10550 -1.34085 -0.24440
35 C -2.73608 1.00867 -2.15741
36 H -1.78394 -5.02891 0.92924
37 H 3.22480 -1.30070 1.71133
38 H -4.75874 2.61402 -0.54217
39 H -2.17951 -5.25129 -1.53122
40 H -5.12531 -1.34380 3.43471
41 C -1.05266 -3.57596 -1.97166
42 N 1.25622 -1.13370 2.51919
43 C -4.02986 0.91302 -2.64808
44 H -0.97256 1.44780 -4.97533
45 H 2.28087 0.61897 -5.01854
46 H -0.94533 3.11141 1.60945
47 H -0.51924 -2.61947 -4.36785
48 O 3.59608 2.28970 -1.23950
49 H 4.37300 -2.56522 3.16442
50 O 4.60396 -0.30750 -2.27536
51 C -5.39941 -2.20042 1.53942
52 O 3.87697 0.68900 2.33388
53 C -4.16853 0.99002 -4.02864
54 H -3.47785 0.36599 2.65500
55 C 2.56076 -1.90179 2.28975
56 H 6.46154 2.03828 -0.84768
57 H 2.28825 -2.71079 1.62214
58 H -3.91521 6.28479 1.51341
59 H 3.77659 3.45634 2.58789
60 C 0.20580 -1.53160 -2.63498
61 H -1.85428 5.18054 2.49394
62 O 1.85636 1.38381 0.95181
63 H 5.68064 3.27585 0.23179
64 H 2.00803 0.78906 3.34193
65 C -1.64250 -4.40509 -1.08204
66 H -5.15499 0.95275 -4.52920
67 H 3.95267 -0.36691 3.90127
68 H 4.76569 -1.22963 -2.64034
69 C -1.61024 1.26588 -2.92897
70 C 3.36036 -2.31020 3.46942
71 H -4.93113 0.76358 -2.02071
72 C -4.47980 4.44766 0.55979
73 P 3.30587 1.66406 1.32785
74 P 4.31307 -0.10926 -0.69393
75 C -3.92392 -0.36771 1.91743
76 H -0.63393 1.57695 -2.57603
77 C -2.40693 4.68613 1.75576
78 C 1.72463 -0.05890 -4.43459
79 H -5.36200 4.92211 0.21868
80 C -0.72889 -3.14800 0.65013
81 H -5.47911 -3.00048 -0.46427
82 C -4.14554 3.21213 0.12307
83 H 0.39978 0.14796 3.99830
84 H -3.76249 -1.29818 -1.24679
85 H 2.15381 -0.23607 5.71322
86 H -6.17766 -2.88247 1.93945
87 O -0.78125 0.59308 0.24768
88 C 0.13926 -1.80308 -3.98351
89 N 3.47487 -1.16093 4.47601
90 H 4.11157 -1.53575 5.22480
91 H -3.18276 1.03980 -5.94013

Forces on the atoms, in the same order (eV/Å):
C -0.60 -0.96 -0.59
C -0.17 0.79 0.92
H -0.80 0.57 -1.27
H -0.42 -0.07 1.25
C 0.03 -0.77 -0.14
As -0.34 0.98 -0.31
H -0.09 0.19 0.06
O 1.35 -1.36 -0.89
H -0.28 -1.82 1.12
H 0.22 -0.21 -0.43
C 0.01 0.41 0.09
C 0.28 -0.46 0.07
O -0.33 -0.36 -0.39
C 0.45 0.17 -0.87
O 0.11 0.22 0.07
C -1.31 2.15 0.63
C 1.31 0.33 0.27
H -0.35 0.01 -1.85
C 0.42 -0.07 -1.60
C -0.42 0.82 0.05
C -0.13 -0.79 1.51
C -1.12 -1.15 -0.22
H -0.14 0.17 -0.46
C 0.00 -0.16 -0.86
H 0.51 0.78 -0.75
C -0.65 0.89 -0.75
C 1.03 -0.95 0.36
H 0.48 0.65 0.26
Hf -1.23 0.23 1.88
C -1.27 0.03 3.36
N 0.49 0.59 -0.47
N 0.66 0.62 -0.48
H 0.28 -0.37 0.23
C 0.27 0.48 -0.41
C 0.78 -0.06 2.43
H 0.00 0.06 0.40
H 0.01 0.65 -0.18
H -0.19 0.23 0.14
H 0.10 0.22 0.63
H 0.01 0.25 0.64
C 0.07 1.15 -1.52
N 1.21 0.68 -0.16
C -0.46 -0.17 -0.19
H -0.08 -0.12 0.24
H 0.69 0.33 -0.92
H -1.62 -0.07 -0.35
H 0.77 0.90 0.40
O 0.85 0.91 -0.59
H 0.01 -0.07 -0.18
O -0.20 -0.62 1.31
C -1.00 -0.70 -0.33
O -0.13 0.96 -0.72
C -0.70 -0.66 -0.96
H -0.61 -0.70 -1.05
C -1.49 0.30 -0.61
H -0.41 0.34 0.64
H 0.15 -0.69 0.28
H 0.43 -1.10 0.22
H 0.08 -0.18 -0.03
C 0.11 -0.46 0.92
H 1.05 0.93 0.59
O -0.92 0.23 -0.41
H 0.02 -0.20 -0.15
H -1.11 -1.55 0.48
C -0.60 -2.20 -0.97
H 0.57 0.01 0.65
H -0.70 -0.87 1.20
H -0.17 1.35 0.76
C -0.44 0.03 -0.65
C 0.74 -0.84 1.67
H 0.81 0.15 -0.34
C 0.11 1.31 -0.13
P 2.48 0.03 1.05
P 0.55 -1.17 -2.49
C 0.54 1.26 3.30
H -0.23 -0.22 0.45
C -1.21 -0.41 -0.35
C -1.14 0.02 1.72
H -0.96 0.16 -0.23
C 0.74 0.08 1.31
H -0.02 0.34 -0.13
C 1.86 -1.48 0.26
H 0.86 -0.07 -0.32
H 0.03 -0.31 -0.97
H -0.31 0.40 -0.39
H 0.67 0.39 -0.45
O -0.93 0.36 -0.78
C -0.60 -0.63 -1.79
N 2.59 -0.87 -2.73
H -1.00 0.94 -0.39
H 0.09 -0.13 0.38

Properties
* Kohn-Sham gap: 6.9 eV
* net charge: +4
* LUMO level: -0.40087 Ha
* HOMO energy: -0.6561 Ha

Löwdin atomic charge list, values in e, 2 entries: C -0.312; C 0.003



(2)
C4H9NO2 | ωB97M-V/def2-TZVPD

Geometry (Å):
1 H -2.52216 -1.86356 -0.53467
2 H 3.04529 -0.22153 -0.35809
3 C -0.34702 0.07737 0.26750
4 H -0.34869 1.78694 1.34958
5 C -1.31126 -0.73573 -0.15168
6 H -0.27765 2.04781 -0.25011
7 H -2.78486 0.54026 0.07758
8 H 1.37518 -0.17112 1.49717
9 O -1.42632 -2.03754 -0.34175
10 H 2.08474 1.26119 -0.43402
11 H 1.74314 -0.06986 -1.54493
12 O -2.67073 -0.31411 -0.37377
13 C 1.05564 -0.42315 0.47910
14 N -0.70855 1.45794 0.45724
15 H 1.04865 -1.50972 0.38731
16 C 2.04461 0.17481 -0.52648

Forces on the atoms, in the same order (eV/Å):
H 3.51 -2.03 0.54
H 0.07 0.07 -0.03
C 0.07 -0.41 -0.25
H -0.12 -0.03 -0.04
C -2.13 1.12 0.36
H -0.09 -0.03 0.03
H -0.04 0.01 -0.23
H 0.04 -0.10 -0.01
O -2.93 -0.12 -1.01
H 0.06 0.02 -0.02
H 0.01 0.00 -0.03
O 1.49 1.30 0.58
C -0.13 0.24 -0.11
N 0.25 0.08 -0.02
H 0.05 -0.02 0.09
C -0.09 -0.11 0.14

Properties
* Kohn-Sham gap: 9.1 eV
* relative energy (zero: lowest compared OMol25 entry of this formula, charge and spin): 2.413 eV
* LUMO level: 0.03035 Ha
* structure (SMILES): CCC(N)=C(O)O
* HOMO energy: -0.3025 Ha

natural (NBO) atomic charge list, values in e, 2 entries: H 0.522; H 0.210



Question: Among the records above, which one has the highest LUMO level?
Answer: C4H9NO2



Question: What is the formula in the second record?
Answer: C4H9NO2



Question: The lowest LUMO level belongs to which entry?
Answer: C34H41AsHfN4O8P2